Here is C26H27BrCrN3O2PSeSi as an isolated structure in a non-equilibrium geometry from the OMol25 dataset. Energies are from wB97M-V/def2-TZVPD.

strongest force on any atom	1.31	eV/A
lowest unoccupied orbital energy (alpha / beta)	-4.028 / -3.323	eV
2S+1	2
HOMO-LUMO gap (alpha / beta)	6.93 / 7.96	eV
total charge	+1
HOMO (alpha / beta)	-10.953 / -11.280	eV
electronic energy	-7972.3965	Ha

Geometry as XYZ:
```
63
Properties=species:S:1:pos:R:3:lowdin_charge:R:1
Br 3.9677 -2.2094 -0.3584 0.875
Se 0.4553 -1.7542 -0.9829 0.496
Cr 1.0200 0.3300 -0.3876 0.264
P -1.3188 0.9630 -0.2767 1.005
Si 0.6269 -4.0941 -0.7039 0.234
O 2.6176 3.9424 -0.6142 0.144
O 1.3159 2.1277 -0.8221 -0.202
N 0.9067 0.4896 1.6347 -0.004
N 3.2990 0.4927 -0.5316 0.031
N -1.4118 0.4580 1.3680 -0.087
C -5.0472 -1.0883 -1.9840 -0.064
C 1.6579 -4.6088 -2.1442 -0.218
C -3.1726 -1.1169 -0.4791 -0.114
C -0.3163 0.3648 2.1867 -0.339
C -2.7767 0.1326 -0.9513 -0.350
C -2.8870 3.0682 0.6295 -0.088
C -4.6332 0.1402 -2.4818 -0.061
C 0.6415 -0.0470 4.3395 -0.031
C -0.4719 0.0935 3.5533 0.009
C 1.9886 0.3752 2.4372 -0.089
C 1.9103 0.1093 3.7745 -0.041
C 5.6447 0.0091 -0.6420 -0.087
C 5.9528 1.3548 -0.6977 -0.010
C -4.3134 -1.7193 -0.9888 -0.069
C 4.3143 -0.3679 -0.5432 -0.686
C 3.6270 1.7990 -0.5953 -0.171
C -3.2931 4.3872 0.7198 -0.068
C 1.3724 -4.3587 0.9680 -0.222
C -1.6336 5.0072 -0.9064 -0.055
C -1.1648 -4.5340 -0.7679 -0.225
C 2.4630 2.7552 -0.6646 -0.527
C -2.6547 5.3613 -0.0399 -0.063
C 4.9160 2.2721 -0.6631 0.031
C -1.8362 2.7076 -0.2198 -0.339
C -1.2264 3.6818 -1.0032 -0.080
C -3.5010 0.7523 -1.9676 -0.073
H -5.1981 0.6251 -3.2672 0.112
H -3.4070 2.3181 1.2138 0.102
H -2.5829 -1.6232 0.2758 0.086
H 2.4101 -4.0239 1.0005 -0.024
H 1.2627 -4.1748 -3.0635 0.041
H -1.4683 -0.0001 3.9642 0.122
H 2.8100 0.0334 4.3663 0.116
H -0.4304 3.4136 -1.6842 0.099
H 0.5341 -0.2843 5.3904 0.123
H 5.0661 3.3423 -0.6991 0.135
H 2.9443 0.5135 1.9551 0.112
H -1.6712 -4.1264 0.1095 0.031
H -1.1385 5.7632 -1.5023 0.114
H 1.6699 -5.6978 -2.2506 0.046
H -2.3086 0.4163 1.8286 0.113
H -4.1118 4.6556 1.3749 0.110
H 6.4141 -0.7483 -0.6597 0.108
H 6.9841 1.6746 -0.7656 0.126
H -1.3010 -5.6199 -0.7710 0.045
H -1.6354 -4.1219 -1.6622 0.037
H 0.8061 -3.8019 1.7165 0.036
H -3.1907 1.7177 -2.3479 0.111
H 1.3500 -5.4200 1.2380 0.045
H -2.9594 6.3971 0.0417 0.111
H -4.6272 -2.6842 -0.6104 0.110
H -5.9432 -1.5552 -2.3722 0.111
H 2.6833 -4.2647 -2.0132 -0.004
```



Here is C26H27BrMnN7O as an isolated structure in a non-equilibrium geometry from the OMol25 dataset. Energies are from wB97M-V/def2-TZVPD.

strongest force on any atom	1.47	eV/A
lowest unoccupied orbital energy (alpha / beta)	-2.562 / -2.686	eV
2S+1	2
HOMO-LUMO gap (alpha / beta)	6.92 / 6.87	eV
total charge	+1
HOMO (alpha / beta)	-9.483 / -9.555	eV
electronic energy	-5190.3477	Ha

Geometry as XYZ:
```
63
Properties=species:S:1:pos:R:3:lowdin_charge:R:1
Br 0.5764 -3.5892 -4.9326 0.740
Mn 0.0982 1.4579 0.6592 0.560
O -1.8678 1.5337 0.8764 -0.146
N 0.4467 1.6146 -1.4311 -0.085
N -0.2030 -0.5704 0.7672 0.047
N 2.1128 1.2992 0.6351 0.066
N 0.5297 1.7984 2.7129 -0.086
N -3.6605 -4.3630 -0.6209 0.069
N 0.1286 3.5383 0.5635 -0.118
N -4.1484 -3.4809 0.1114 0.081
C 0.7707 4.0551 1.7778 -0.165
C 2.7454 1.1232 1.7946 -0.236
C 0.1627 3.0280 -1.7830 -0.160
C -1.5411 -2.7150 -3.2517 -0.124
C -3.4750 -2.2769 0.4367 -0.251
C -2.4973 -2.8491 -2.2629 -0.027
C 4.0047 0.5595 -0.5740 0.004
C 0.7221 3.9484 -0.7144 -0.166
C -4.2794 -1.1882 0.6837 -0.007
C -2.0628 -2.1159 0.5526 -0.109
C -0.7728 -3.8094 -3.6244 -0.697
C -1.9747 -5.1881 -2.0912 -0.021
C -2.4064 0.3435 0.7910 -0.340
C 0.6333 -1.5848 0.7713 -0.096
C 0.2503 3.2357 2.9416 -0.161
C 1.8327 1.1908 -1.7548 -0.094
C 2.7009 1.0227 -0.5289 -0.234
C 4.6827 0.3879 0.6242 -0.026
C 1.9201 1.3987 3.0309 -0.096
C 4.0521 0.6659 1.8279 0.002
C -2.6948 -4.0857 -1.6463 -0.281
C -0.9960 -5.0550 -3.0654 -0.113
C 0.2026 -2.9185 0.7436 -0.019
C -1.1350 -3.1792 0.6388 0.014
C -1.5468 -0.8140 0.6839 -0.124
C -3.7692 0.1065 0.8414 0.006
H -0.1872 1.0350 -1.9692 0.134
H 0.9267 -3.7177 0.8123 0.114
H 4.5597 0.5191 2.7719 0.127
H 1.8511 3.9292 1.6690 0.123
H 0.5174 4.9931 -0.9632 0.134
H 1.7984 0.2347 -2.2804 0.140
H 2.2954 1.9063 -2.4410 0.134
H -0.8576 3.7941 0.5738 0.138
H -0.8346 3.3406 2.9969 0.131
H -3.1078 -1.9957 -2.0007 0.120
H 0.5783 5.1192 1.9399 0.134
H -0.9230 3.1361 -1.8149 0.133
H 1.9013 0.4896 3.6343 0.140
H -1.3941 -1.7625 -3.7436 0.097
H -4.4326 0.9483 0.9882 0.118
H 2.4079 2.1653 3.6405 0.134
H -2.1862 -6.1535 -1.6494 0.120
H 0.5579 3.2796 -2.7710 0.127
H -0.4223 -5.9116 -3.3903 0.106
H 4.4744 0.3274 -1.5205 0.127
H -0.1021 1.2665 3.2994 0.137
H 5.7010 0.0224 0.6204 0.121
H 0.6754 3.5811 3.8882 0.127
H 1.8065 3.8344 -0.6365 0.123
H 1.6906 -1.3460 0.8287 0.111
H -1.4870 -4.2012 0.6442 0.122
H -5.3493 -1.3583 0.6894 0.122
```



Here is C26H27F3N4O3S in the gas phase from the OMol25 dataset. Energies are from wB97M-V/def2-TZVPD.

strongest force on any atom	0.91	eV/A
lowest unoccupied orbital energy	0.616	eV
SMILES	CCCOC(=O)c1c(NC(=O)c2cnn3c2N[C@@H](c2ccccc2)C[C@@H]3C(F)(F)F)sc2c1CCCC2
HOMO-LUMO gap	8.31	eV
total charge	0
HOMO	-7.695	eV
electronic energy	-2149.5972	Ha

Geometry as XYZ:
```
64
Properties=species:S:1:pos:R:3:lowdin_charge:R:1
S 1.4549 -2.3192 0.8906 1.184
F -0.0749 4.4111 -4.3715 0.157
F -2.1768 4.7525 -4.0451 0.155
F -1.4626 4.2705 -6.0054 0.136
O 0.6402 0.3498 4.9420 -0.005
O 0.0612 1.4085 3.0420 0.068
O 0.6377 -1.0794 -1.1601 -0.039
N -1.3872 2.9324 -2.0187 0.107
N 0.3459 0.1259 0.7270 0.121
N -0.0862 0.1087 -3.6633 0.121
N -1.1155 2.1632 -3.0988 -0.027
C 0.8752 -0.8367 1.5352 -0.421
C -4.0835 -1.1952 -4.3532 -0.070
C 2.5208 -4.1799 2.7343 -0.206
C 1.9208 -2.1714 4.8991 -0.139
C 1.4825 2.1251 6.3662 -0.219
C -0.3351 1.0483 -1.3649 -0.061
C -1.3010 3.9932 -4.6968 -0.605
C -0.9213 2.2810 -0.9854 -0.070
C 0.2518 -0.0413 -0.6234 -0.425
C -1.4897 2.4913 -4.4449 -0.135
C 2.4303 2.7154 5.3292 -0.095
C 0.2582 1.4814 5.7182 -0.171
C -0.6017 1.6872 -5.4037 -0.049
C -4.5170 -1.4512 -5.6415 -0.087
C 1.8980 -2.8470 2.4969 -0.460
C 0.5322 0.4337 3.6114 -0.420
C 1.0053 -0.7490 2.9122 -0.097
C -2.4152 -0.6736 -6.4926 -0.042
C -0.5948 0.1978 -5.0105 -0.243
C -3.6781 -1.1908 -6.7126 -0.079
C -1.9759 -0.4061 -5.2008 -0.184
C 2.8672 -3.3597 5.0668 -0.191
C -2.8194 -0.6740 -4.1323 -0.025
C 1.6157 -1.9283 3.4537 -0.204
C -0.4880 1.0193 -2.7558 -0.215
C 2.4069 -4.5391 4.2156 -0.197
H 2.8020 1.9375 4.6652 0.073
H -2.5559 2.2727 -4.6157 0.174
H 0.4195 2.0706 -5.3420 0.139
H -0.4320 1.1133 6.4832 0.129
H 3.8732 -3.0694 4.7562 0.119
H -2.4953 -0.4863 -3.1194 0.114
H 3.0112 -5.4221 4.4300 0.108
H 0.1093 -0.3269 -5.6671 0.158
H 0.9832 -2.3607 5.4299 0.127
H -1.0176 2.7007 -0.0042 0.115
H 2.0049 1.3711 6.9584 0.109
H 0.2150 -0.7762 -3.2740 0.141
H 0.0423 0.9689 1.2166 0.124
H 1.9178 3.4618 4.7264 0.079
H 2.9095 -3.6461 6.1191 0.109
H 3.2814 3.1851 5.8161 0.070
H 2.0342 -4.9356 2.1137 0.109
H -0.2571 2.1984 5.0708 0.121
H 2.3609 -1.2755 5.3386 0.112
H 1.1327 2.9081 7.0411 0.111
H 3.5757 -4.1494 2.4412 0.117
H -4.7290 -1.4007 -3.5127 0.106
H -5.5031 -1.8561 -5.8116 0.102
H -0.9640 1.8064 -6.4241 0.128
H -4.0071 -1.3935 -7.7207 0.104
H 1.3675 -4.7722 4.4549 0.119
H -1.7598 -0.4785 -7.3295 0.116
```



Here is C26H27F6MoN6O7S2 as an isolated structure from the OMol25 dataset. Energies are from wB97M-V/def2-TZVPD.

strongest force on any atom	0.45	eV/A
lowest unoccupied orbital energy (alpha / beta)	-3.529 / -4.508	eV
relative energy (zero: lowest compared OMol25 entry of this formula, charge and spin)	0.0	kJ/mol
2S+1	3
HOMO-LUMO gap (alpha / beta)	7.80 / 6.85	eV
total charge	+1
HOMO (alpha / beta)	-11.327 / -11.360	eV
electronic energy	-3325.7716	Ha

Geometry as XYZ:
```
75
Properties=species:S:1:pos:R:3:lowdin_charge:R:1
Mo -0.0923 -0.1658 -0.6371 1.765
S 2.5498 -1.5811 -2.5464 0.646
S 0.0503 -2.7766 -1.7783 0.697
F 3.3464 -0.3390 -4.7009 0.170
F 2.0479 -2.0246 -5.0861 0.174
F -0.1218 -4.2562 0.3786 0.161
F 0.8333 -5.2218 -1.3003 0.188
F 1.2231 -0.1677 -4.3314 0.142
F 1.9234 -3.7645 -0.1450 0.165
O 0.7344 -1.5182 0.8794 -0.124
O 3.0066 -2.9245 -2.6282 -0.227
O 3.2680 -0.5368 -1.8986 -0.245
O -0.3394 -3.4608 -2.9537 -0.195
O 1.5320 0.4522 0.5501 -0.146
O 3.5529 1.3596 2.0644 0.103
O -1.0022 -2.0745 -0.9772 -0.433
N -0.2112 2.4100 -2.2760 0.161
N 0.2467 1.9119 -1.2299 -0.076
N -2.7591 -0.5536 2.4896 -0.125
N 1.0374 -1.5488 -1.9305 -0.405
N -1.2989 0.4610 0.9768 0.003
N -3.5110 0.0969 0.3922 -0.135
C 2.5422 -0.8368 2.2955 -0.064
C 0.4896 3.4603 0.6347 -0.036
C -1.6688 -1.0552 3.3187 -0.016
C 4.3469 -0.0880 3.7141 0.011
C -4.5500 -0.9141 0.2726 -0.033
C 4.3156 -1.2959 4.3712 -0.043
C -2.4142 1.1101 -4.8677 -0.051
C -1.2341 0.2599 -2.4266 -0.209
C -1.0212 1.5305 -2.9835 -0.312
C 3.1414 3.9192 -0.0790 -0.058
C -3.6289 1.2297 -0.5167 -0.024
C -1.5837 1.9739 -4.1747 0.004
C 2.5348 -2.0661 2.9821 -0.009
C -4.0658 -0.4781 3.1319 -0.029
C 2.2703 -0.9918 -4.2962 -0.671
C -2.0801 -0.5761 -3.1502 -0.116
C 1.2691 4.3408 1.3724 -0.061
C 1.0579 2.8291 -0.4582 -0.284
C 3.4639 0.1641 2.6598 -0.233
C 2.3752 3.0386 -0.8301 -0.024
C 0.7409 -4.1043 -0.6170 -0.670
C -2.6578 -0.1535 -4.3470 -0.044
C 2.5903 4.5665 1.0177 -0.068
C 1.5942 -0.6497 1.2239 -0.507
C 3.4089 -2.2999 4.0109 -0.066
C -2.5117 0.0039 1.2919 -0.413
H -3.5674 0.9097 -1.5563 0.073
H -2.0643 -1.8325 3.9698 0.102
H -4.5962 1.7107 -0.3536 0.102
H -0.7448 0.6893 1.7945 0.078
H -0.5445 3.2726 0.8938 0.104
H 0.8400 4.8544 2.2223 0.111
H -2.8676 1.4137 -5.8009 0.114
H -1.2420 -0.2691 3.9495 0.105
H -4.6357 -1.1947 -0.7785 0.098
H 5.0133 -1.4729 5.1795 0.116
H -4.7048 0.2213 2.6003 0.092
H -3.9322 -0.1130 4.1504 0.101
H 4.1734 4.0942 -0.3513 0.118
H -2.3179 -1.5706 -2.8004 0.087
H -5.5218 -0.5480 0.6113 0.097
H -4.2787 -1.7991 0.8420 0.097
H -2.8364 1.9454 -0.3177 0.081
H 2.7929 2.5110 -1.6778 0.121
H 3.4052 -3.2454 4.5338 0.110
H -0.8916 -1.4862 2.6922 0.077
H 3.1954 5.2490 1.5987 0.113
H 1.8259 -2.8220 2.6714 0.118
H -4.5519 -1.4540 3.1728 0.100
H 2.9314 1.4184 1.3198 0.079
H -1.3615 2.9701 -4.5324 0.124
H 5.0504 0.6869 3.9856 0.128
H -3.3096 -0.8337 -4.8808 0.117
```